[1]
C13H15FN2O2S | ωB97M-V/def2-TZVPD

Last column: Mulliken charge in e.
CARTESIAN COORDINATES (ANGSTROEM)
1 O 1.3486 1.6123 0.2869  -0.761
2 C 1.8127 0.4845 0.3334  0.798
3 N 1.0575 -0.6200 0.6000  -0.148
4 C -0.3124 -0.6758 0.8385  0.297
5 S -0.9633 -2.1713 1.0934  -0.415
6 N -0.9829 0.4738 0.8656  -0.020
7 C -2.4049 0.5718 1.0368  -1.309
8 C -3.1260 0.9198 -0.2862  0.403
9 C -3.1028 -0.2430 -1.2805  -0.572
10 C -4.3004 -1.0760 -0.8214  -0.542
11 C -5.2287 -0.0316 -0.1801  -0.567
12 O -4.4913 1.1778 -0.0472  -0.506
13 C 3.2713 0.2542 0.1347  -0.004
14 C 4.1142 1.3427 0.3677  -0.444
15 C 5.4812 1.2412 0.2051  -0.687
16 C 6.0422 0.0445 -0.2124  -0.284
17 C 5.2303 -1.0458 -0.4698  -0.652
18 C 3.8640 -0.9316 -0.2928  0.692
19 F 3.1079 -2.0164 -0.5719  -0.330
20 H 1.4877 -1.5370 0.6108  0.245
21 H -0.4501 1.3164 0.6524  0.306
22 H -2.6272 1.3569 1.7648  0.254
23 H -2.7710 -0.3834 1.4182  0.420
24 H -2.6897 1.8383 -0.6944  0.389
25 H -3.2602 0.1356 -2.2908  0.337
26 H -2.1699 -0.7998 -1.2513  0.257
27 H -3.9850 -1.8180 -0.0887  0.208
28 H -4.7831 -1.5937 -1.6467  0.389
29 H -6.0982 0.1896 -0.8068  0.327
30 H -5.5849 -0.3542 0.8049  0.284
31 H 3.6586 2.2697 0.6811  0.405
32 H 6.1102 2.0956 0.3996  0.400
33 H 7.1095 -0.0414 -0.3445  0.385
34 H 5.6361 -1.9859 -0.8085  0.444

Cartesian forces, eV/Å:
O 0.102 0.056 0.013
C -0.074 0.041 -0.024
N 0.092 0.008 -0.021
C -0.273 0.107 0.137
S -0.182 -0.594 0.064
N 0.561 0.225 -0.288
C -0.714 0.115 -0.091
C 0.500 -0.125 0.031
C -0.061 0.202 0.061
C -0.002 0.101 0.089
C -0.358 -0.247 -0.032
O 0.062 0.193 0.122
C 0.280 -0.077 -0.123
C -0.047 -0.108 -0.018
C 0.010 0.080 0.027
C -0.132 -0.038 -0.009
C -0.108 -0.096 -0.005
C 0.132 0.222 0.057
F 0.009 0.070 0.057
H -0.050 0.213 -0.042
H -0.019 -0.212 0.089
H 0.019 -0.075 -0.029
H 0.021 0.151 0.036
H -0.015 -0.090 -0.001
H 0.027 0.029 -0.014
H 0.058 -0.045 -0.037
H 0.011 -0.029 -0.010
H -0.011 -0.053 -0.004
H 0.045 -0.051 0.087
H 0.002 0.017 -0.104
H -0.040 0.053 0.010
H 0.048 0.076 0.024
H 0.094 -0.019 -0.017
H 0.013 -0.097 -0.036

The spin multiplicity is 1. Its LUMO energy is -0.130 eV. As for the electronic energy: -34353.223 eV. Its SMILES is O=C(NC(=S)NC[C@H]1CCCO1)c1ccccc1F. For the HOMO-LUMO gap, the calculation gives 0.30846 hartree. The HOMO energy is -8.5 eV.

---

[2]
C19H23BN6OReSSi | ωB97M-V/def2-TZVPD

Last column: Mulliken charge in e.
CARTESIAN COORDINATES (ANGSTROEM)
1 Re -0.2395 -0.0733 -0.3160  1.774
2 S 6.4021 -3.6639 -0.1677  0.295
3 N 6.0179 -2.1810 -0.6484  -0.646
4 C 4.7107 -1.9993 -0.5124  0.826
5 C 3.9734 -0.8124 -0.8165  0.013
6 C 4.5490 0.3563 -1.3298  -0.364
7 C 3.7286 1.4379 -1.5776  -0.919
8 C 2.3640 1.3370 -1.3216  -0.010
9 N 1.7936 0.2412 -0.8235  -0.544
10 C 2.5879 -0.8291 -0.5611  0.190
11 C 1.9409 -1.9942 -0.0179  0.419
12 N 0.6123 -1.8853 0.2281  -0.076
13 C -0.0411 -2.9575 0.6592  0.309
14 C 0.5757 -4.1893 0.8601  -0.888
15 C 1.9366 -4.3070 0.6670  -0.544
16 C 2.6512 -3.1859 0.2284  -0.007
17 C 4.0629 -3.1655 0.0019  0.814
18 N 4.9227 -4.1506 0.2255  -0.636
19 H 5.6117 0.3748 -1.5126  0.611
20 H 4.1257 2.3650 -1.9606  0.448
21 H 1.7100 2.1767 -1.5149  0.424
22 H -1.0954 -2.8206 0.8544  0.191
23 H -0.0193 -5.0317 1.1708  0.481
24 H 2.4655 -5.2312 0.8354  0.600
25 B 0.6940 2.4724 3.4058  0.167
26 C 0.4016 1.6215 2.2124  0.331
27 N 0.1772 0.9918 1.2460  -1.201
28 H 1.2500 3.4622 3.0549  -0.018
29 H -0.3128 2.6501 4.0081  -0.003
30 H 1.4820 1.9531 4.1307  -0.018
31 C -3.7497 -2.2940 1.7219  -1.155
32 Si -3.6086 -1.0475 0.2563  0.136
33 C -4.3801 0.6329 0.7946  -1.053
34 C -4.5532 -1.8164 -1.2164  -1.099
35 O -2.0725 -0.7845 -0.0959  -0.450
36 H -4.7540 -2.2330 2.1252  0.401
37 H -3.0478 -2.0532 2.5117  0.359
38 H -3.5831 -3.3132 1.3856  0.347
39 H -5.3696 0.4588 1.2035  0.419
40 H -4.4792 1.3006 -0.0543  0.281
41 H -3.7743 1.1196 1.5531  0.342
42 H -5.5847 -1.9679 -0.9148  0.351
43 H -4.1404 -2.7769 -1.5083  0.346
44 H -4.5489 -1.1671 -2.0846  0.338
45 C -2.4740 4.5427 -1.4121  -1.150
46 C -2.4196 3.3537 -2.3880  -0.424
47 C -1.6625 2.3042 -1.8066  0.597
48 N -1.0280 1.5163 -1.2495  -0.323
49 H -2.9826 5.3700 -1.8988  0.367
50 H -1.4713 4.8602 -1.1389  0.364
51 H -3.0141 4.2846 -0.5046  0.343
52 H -1.9686 3.6577 -3.3386  0.348
53 H -3.4317 2.9865 -2.5918  0.294

Cartesian forces, eV/Å:
Re -2.285 -0.504 1.486
S -1.039 0.530 -0.075
N 0.298 0.693 -0.254
C 0.447 -1.263 0.389
C -0.714 0.439 0.040
C -0.377 -0.116 0.093
C -0.217 -0.047 0.102
C 0.180 0.758 -0.330
N -0.366 -0.718 -0.476
C 0.909 -0.258 -0.031
C 0.550 -0.768 0.158
N 0.387 -0.486 0.435
C -0.377 -0.347 0.264
C 0.283 0.079 -0.059
C -0.255 0.206 -0.013
C -0.789 0.473 0.016
C 1.249 0.303 -0.335
N -0.399 -0.575 0.252
H 0.144 0.086 -0.057
H -0.023 0.053 -0.039
H -0.022 -0.015 0.007
H -0.026 -0.047 -0.004
H -0.074 -0.061 0.097
H 0.028 -0.156 0.046
B 0.806 -0.101 0.482
C 0.089 0.257 0.262
N -0.757 -1.046 -1.068
H -0.244 0.572 -0.528
H -0.640 0.189 -0.005
H 0.084 -0.667 0.066
C 0.485 0.843 -1.087
Si -4.527 -0.805 1.299
C 0.711 -1.011 -0.472
C 0.833 0.607 0.634
O 6.615 1.610 -1.342
H -0.209 0.020 0.077
H 0.119 0.015 0.289
H 0.028 -0.194 -0.021
H -0.175 -0.048 0.068
H -0.058 0.191 -0.192
H 0.086 0.070 0.169
H -0.180 -0.022 0.099
H 0.074 -0.176 -0.003
H -0.044 0.137 -0.217
C -0.004 0.113 0.060
C -0.661 0.921 -0.373
C 1.031 -1.160 0.751
N -1.072 1.605 -0.638
H -0.016 0.022 0.003
H 0.044 0.087 -0.008
H -0.038 -0.031 0.008
H -0.031 -0.188 0.055
H 0.140 -0.070 -0.082

The net charge is +2. The spin multiplicity is 2. Its LUMO energy (alpha / beta) is -9.636 / -9.276 eV. As for the electronic energy: -52569.450 eV. As for the expectation value of S²: 0.757. For the HOMO-LUMO gap (alpha / beta), the calculation gives 0.19340 / 0.20378 hartree. The HOMO energy (alpha / beta) is -14.9 / -14.8 eV.

---

[3]
C4H8N2O | ωB97M-V/def2-TZVPD

Last column: Mulliken charge in e.
CARTESIAN COORDINATES (ANGSTROEM)
1 C -1.4726 -1.0564 -0.2187  -1.087
2 N -0.2493 1.8635 -0.1457  -0.782
3 C -0.1146 -0.5818 0.1769  0.308
4 C 1.8859 0.6233 -0.3896  -0.048
5 C 0.4731 0.9552 -0.7672  0.150
6 O 2.4404 0.9280 0.6440  -0.550
7 N 0.2246 -0.6775 1.4347  -0.247
8 H 1.1333 -0.3242 1.7277  0.221
9 H -1.0790 2.0810 -0.6945  0.250
10 H -0.4569 -0.8135 2.1757  0.195
11 H 2.3799 -0.0377 -1.1333  0.280
12 H 0.2785 0.6508 -1.8048  0.381
13 H -1.3864 -2.1144 -0.4864  0.321
14 H -1.8346 -0.5244 -1.0966  0.278
15 H -2.2224 -0.9720 0.5778  0.330

Cartesian forces, eV/Å:
C -0.081 0.025 0.102
N 0.114 -0.369 -0.098
C 0.094 0.030 0.142
C 0.093 -0.034 0.305
C -0.136 0.285 0.024
O -0.205 -0.092 -0.299
N -0.100 0.114 -0.110
H -0.031 0.005 -0.083
H 0.078 -0.028 0.006
H 0.045 -0.032 -0.138
H -0.012 0.042 0.055
H -0.012 -0.002 0.087
H 0.038 0.061 0.018
H 0.041 0.004 0.028
H 0.074 -0.009 -0.039

The spin multiplicity is 1. Its LUMO energy (alpha / beta) is 0.461 / 0.462 eV. As for the electronic energy: -9302.183 eV. As for the energy relative to the best compared isomer or geometry (same formula, charge and spin): 97.1 kcal per mole. For the HOMO-LUMO gap (alpha / beta), the calculation gives 0.30965 / 0.30967 hartree. The HOMO energy (alpha / beta) is -8.0 / -8.0 eV.

---

[4]
C5H9NS | ωB97M-V/def2-TZVPD

Last column: Mulliken charge in e.
CARTESIAN COORDINATES (ANGSTROEM)
1 C -0.5626 2.3403 -0.8760  -1.299
2 C -0.2280 1.0315 -0.2557  0.792
3 C 1.0067 0.6855 0.1321  -0.896
4 C 1.1386 -0.7580 0.5749  0.226
5 N 1.6787 -1.5932 -0.5055  -0.663
6 C -0.2636 -1.2181 0.9675  -0.780
7 S -1.4852 -0.2036 0.0319  -0.188
8 H 0.3212 2.7982 -1.2669  0.343
9 H -0.9395 3.0407 -0.1291  0.283
10 H -1.2923 2.2986 -1.6556  0.383
11 H 1.8967 1.2994 -0.1294  0.298
12 H 1.8042 -0.8067 1.4508  0.324
13 H 2.4462 -2.1914 -0.0833  0.248
14 H 2.1745 -1.1373 -1.2559  0.253
15 H -0.4322 -1.0921 2.0409  0.316
16 H -0.5135 -2.2859 0.7997  0.362

Cartesian forces, eV/Å:
C -0.170 0.341 0.740
C 0.267 -0.238 0.221
C -0.104 -0.242 -0.721
C 0.467 0.539 -0.190
N 1.816 -1.818 0.964
C -0.956 -0.564 0.387
S 0.860 0.322 0.203
H 0.645 0.198 -0.349
H -0.187 -0.088 0.119
H -0.517 -0.275 -0.533
H -0.733 -0.477 0.444
H -0.245 -0.139 -0.104
H -1.421 0.654 -0.717
H -0.319 0.759 -0.032
H -0.003 0.434 -0.105
H 0.598 0.596 -0.328

The spin multiplicity is 1. Its LUMO energy is 0.985 eV. As for the electronic energy: -17655.699 eV. As for the energy relative to the best compared isomer or geometry (same formula, charge and spin): 11.4 kcal per mole. Its SMILES is CC1=C[C@H](N)CS1. For the HOMO-LUMO gap, the calculation gives 0.33039 hartree. The HOMO energy is -8.0 eV.